(1)
Entry from the OMol25 dataset: 2 unconnected molecules or ions with the total composition C10H16 in a non-equilibrium geometry (the ωB97M-V functional and the def2-TZVPD basis).

Its calculated total energy is -10628.553 eV. The molar mass is 136.2 g mol⁻¹. Its SMILES is Cc1ccccc1.CCC. As for the energy relative to the best compared isomer or geometry (same formula, charge and spin): 27.5 kcal/mol. As for the net charge: 0.

Bonds (Å) are listed after each position.
CARTESIAN COORDINATES (ANGSTROEM)
1 C 1.192 2.028 1.813  C2 1.481, H8 1.107, H9 1.081, H10 1.094
2 C 1.336 1.597 0.403  C1 1.481, C3 1.386, C7 1.414
3 C 0.777 2.200 -0.712  C2 1.386, C4 1.403, H11 1.098
4 C 1.190 1.908 -2.021  C3 1.403, C5 1.373, H12 1.082
5 C 1.992 0.805 -2.182  C4 1.373, C6 1.384, H13 1.080
6 C 2.548 0.149 -1.098  C5 1.384, C7 1.419, H14 1.090
7 C 2.206 0.495 0.235  C2 1.414, C6 1.419, H15 1.075
8 H 2.165 2.480 2.083  C1 1.107
9 H 0.901 1.212 2.460  C1 1.081
10 H 0.590 2.922 1.999  C1 1.094
11 H 0.109 3.030 -0.449  C3 1.098
12 H 0.723 2.449 -2.834  C4 1.082
13 H 2.205 0.458 -3.181  C5 1.080
14 H 3.400 -0.521 -1.221  C6 1.090
15 H 2.647 -0.017 1.071  C7 1.075
16 C -2.595 -0.904 -0.228  C17 1.541, H19 1.088, H20 1.091, H21 1.085
17 C -1.748 -2.188 -0.134  C16 1.541, C18 1.524, H22 1.117, H23 1.104
18 C -2.059 -2.793 1.230  C17 1.524, H24 1.087, H25 1.106, H26 1.093
19 H -3.226 -0.944 -1.113  C16 1.088
20 H -3.428 -0.820 0.472  C16 1.091
21 H -1.983 -0.007 -0.241  C16 1.085
22 H -0.684 -1.860 -0.049  C17 1.117
23 H -2.062 -2.757 -1.026  C17 1.104
24 H -1.869 -2.075 2.025  C18 1.087
25 H -1.291 -3.575 1.378  C18 1.106
26 H -3.037 -3.271 1.321  C18 1.093

Atom charges from the Löwdin analysis, given in e for atoms 1 to 4:
1 C -0.070
2 C -0.308
3 C -0.059
4 C -0.082


(2)
Entry from the OMol25 dataset: 2 unconnected molecules or ions with the total composition C10H16 in a non-equilibrium geometry (the ωB97M-V functional and the def2-TZVPD basis).

Its calculated total energy is -10628.797 eV. The molar mass is 136.2 g mol⁻¹. Its SMILES is CCc1ccccc1.CC. As for the energy relative to the best compared isomer or geometry (same formula, charge and spin): 21.8 kcal/mol. As for the net charge: 0.

Bonds (Å) are listed after each position.
CARTESIAN COORDINATES (ANGSTROEM)
1 C 1.370 -2.412 1.570  C2 1.517, H9 1.095, H10 1.085, H11 1.092
2 C 1.243 -0.945 1.203  C1 1.517, C3 1.516, H12 1.098, H13 1.093
3 C 1.015 -0.651 -0.267  C2 1.516, C4 1.397, C8 1.389
4 C 0.863 -1.675 -1.204  C3 1.397, C5 1.382, H14 1.061
5 C 0.625 -1.408 -2.539  C4 1.382, C6 1.397, H15 1.083
6 C 0.555 -0.067 -2.923  C5 1.397, C7 1.370, H16 1.075
7 C 0.862 0.942 -2.049  C6 1.370, C8 1.398, H17 1.079
8 C 1.223 0.641 -0.733  C3 1.389, C7 1.398, H18 1.081
9 H 0.617 -3.063 1.114  C1 1.095
10 H 1.294 -2.650 2.625  C1 1.085
11 H 2.307 -2.795 1.159  C1 1.092
12 H 0.427 -0.501 1.790  C2 1.098
13 H 2.134 -0.405 1.531  C2 1.093
14 H 0.980 -2.688 -0.909  C4 1.061
15 H 0.185 -2.109 -3.238  C5 1.083
16 H 0.156 0.131 -3.901  C6 1.075
17 H 0.884 1.964 -2.396  C7 1.079
18 H 1.459 1.393 0.006  C8 1.081
19 C -2.182 1.300 1.104  C20 1.532, H21 1.105, H22 1.085, H23 1.091
20 C -2.269 2.830 1.100  C19 1.532, H24 1.083, H25 1.083, H26 1.097
21 H -3.124 0.848 1.465  C19 1.105
22 H -1.862 0.738 0.232  C19 1.085
23 H -1.688 1.023 2.036  C19 1.091
24 H -1.464 3.308 0.556  C20 1.083
25 H -2.442 3.138 2.124  C20 1.083
26 H -3.169 3.114 0.540  C20 1.097

Atom charges from the Löwdin analysis, given in e for atoms 1 to 4:
1 C -0.119
2 C -0.207
3 C -0.231
4 C -0.050


(3)
Entry from the OMol25 dataset: 2 unconnected molecules or ions with the total composition C10H16 in a non-equilibrium geometry (the ωB97M-V functional and the def2-TZVPD basis).

Its calculated total energy is -10628.776 eV. The molar mass is 136.2 g mol⁻¹. Its SMILES is Cc1ccccc1.CCC. As for the energy relative to the best compared isomer or geometry (same formula, charge and spin): 22.3 kcal/mol. As for the net charge: 0.

Bonds (Å) are listed after each position.
CARTESIAN COORDINATES (ANGSTROEM)
1 C 0.335 -2.451 -0.254  C2 1.509, H8 1.090, H9 1.087, H10 1.105
2 C -0.473 -1.475 0.566  C1 1.509, C3 1.380, C7 1.399
3 C -0.754 -1.733 1.891  C2 1.380, C4 1.404, H11 1.083
4 C -1.767 -1.006 2.536  C3 1.404, C5 1.391, H12 1.081
5 C -2.398 0.022 1.844  C4 1.391, C6 1.383, H13 1.083
6 C -1.889 0.478 0.641  C5 1.383, C7 1.389, H14 1.084
7 C -1.019 -0.348 -0.057  C2 1.399, C6 1.389, H15 1.085
8 H -0.194 -2.858 -1.116  C1 1.090
9 H 0.841 -3.136 0.420  C1 1.087
10 H 1.116 -1.910 -0.817  C1 1.105
11 H -0.171 -2.409 2.505  C3 1.083
12 H -2.139 -1.379 3.481  C4 1.081
13 H -3.215 0.572 2.294  C5 1.083
14 H -2.207 1.370 0.114  C6 1.084
15 H -0.892 -0.337 -1.135  C7 1.085
16 C 2.331 1.601 -0.693  C17 1.493, H19 1.104, H20 1.091, H21 1.097
17 C 2.060 2.483 -1.867  C16 1.493, C18 1.527, H22 1.098, H23 1.091
18 C 1.915 1.680 -3.158  C17 1.527, H24 1.102, H25 1.097, H26 1.086
19 H 3.183 0.930 -0.901  C16 1.104
20 H 1.572 0.934 -0.281  C16 1.091
21 H 2.698 2.127 0.196  C16 1.097
22 H 1.144 3.061 -1.691  C17 1.098
23 H 2.834 3.235 -2.028  C17 1.091
24 H 2.902 1.480 -3.605  C18 1.102
25 H 1.648 0.636 -2.953  C18 1.097
26 H 1.271 2.048 -3.951  C18 1.086

Atom charges from the Löwdin analysis, given in e for atoms 1 to 4:
1 C -0.053
2 C -0.297
3 C -0.059
4 C -0.079


(4)
Entry from the OMol25 dataset: 2 unconnected molecules or ions with the total composition C10H16 in a non-equilibrium geometry (the ωB97M-V functional and the def2-TZVPD basis).

Its calculated total energy is -10626.972 eV. The molar mass is 136.2 g mol⁻¹. Its SMILES is Cc1ccccc1.CCC. As for the energy relative to the best compared isomer or geometry (same formula, charge and spin): 63.9 kcal/mol. As for the net charge: 0.

Bonds (Å) are listed after each position.
CARTESIAN COORDINATES (ANGSTROEM)
1 C -0.960 -1.618 -2.913  C2 1.519, H8 1.117, H9 1.085, H10 1.134
2 C -0.410 -0.370 -2.243  C1 1.519, C3 1.357, C7 1.472
3 C 0.938 -0.391 -2.087  C2 1.357, C4 1.411, H11 1.122
4 C 1.542 0.710 -1.444  C3 1.411, C5 1.365, H12 1.037
5 C 0.808 1.730 -0.909  C4 1.365, C6 1.425, H13 1.095
6 C -0.613 1.688 -1.003  C5 1.425, C7 1.317, H14 1.185
7 C -1.214 0.661 -1.567  C2 1.472, C6 1.317, H15 1.028
8 H -0.239 -1.811 -3.744  C1 1.117
9 H -1.936 -1.470 -3.361  C1 1.085
10 H -0.697 -2.343 -2.082  C1 1.134
11 H 1.543 -1.185 -2.601  C3 1.122
12 H 2.537 0.811 -1.716  C4 1.037
13 H 1.366 2.399 -0.245  C5 1.095
14 H -1.337 2.463 -0.475  C6 1.185
15 H -2.239 0.736 -1.614  C7 1.028
16 C 1.207 -0.647 2.898  C17 1.561, H19 1.122, H20 1.045, H21 1.042
17 C -0.089 -0.570 2.031  C16 1.561, C18 1.445, H22 1.108, H23 1.238
18 C -0.932 0.503 2.505  C17 1.445, H24 1.102, H25 1.129, H26 1.045
19 H 1.473 -1.338 3.741  C16 1.122
20 H 1.961 -0.743 2.179  C16 1.045
21 H 1.198 0.278 3.376  C16 1.042
22 H 0.170 -0.414 0.965  C17 1.108
23 H -0.684 -1.606 2.357  C17 1.238
24 H -1.582 0.244 3.356  C18 1.102
25 H -0.316 1.373 2.877  C18 1.129
26 H -1.493 0.911 1.723  C18 1.045

Atom charges from the Löwdin analysis, given in e for atoms 1 to 4:
1 C -0.056
2 C -0.267
3 C -0.083
4 C -0.104


Number 1: orbital gap 0.366 hartree. Number 2: orbital gap 0.367 hartree. Number 3: orbital gap 0.365 hartree. Number 4: orbital gap 0.363 hartree.